Entry 1:
DFT (ωB97M-V with the def2-TZVPD basis set) results for C30H43F5P2SV as an isolated structure.

Positions of all 82 atoms, in Å:
V 0.27 1.55 -0.28
C 1.93 2.49 -1.21
C 1.01 1.99 -2.20
C -0.11 3.56 -0.90
C 1.24 3.48 -0.44
C -0.26 2.66 -2.01
C 3.40 2.21 -1.09
H 3.70 1.36 -1.70
H 3.69 2.02 -0.04
H 3.97 3.09 -1.42
C 1.87 4.44 0.51
H 2.82 4.06 0.89
H 1.21 4.64 1.36
H 2.07 5.41 0.01
C -1.15 4.51 -0.39
H -0.95 5.54 -0.73
H -1.14 4.53 0.72
H -2.15 4.24 -0.72
C -1.42 2.68 -2.94
H -1.38 3.59 -3.55
H -2.38 2.71 -2.41
H -1.41 1.83 -3.62
C 1.37 1.18 -3.41
H 1.60 1.87 -4.25
H 0.54 0.52 -3.74
H 2.26 0.56 -3.23
C 1.74 -4.39 1.08
C 2.57 -4.39 0.03
C 2.52 -5.40 -1.07
C 1.11 -5.73 -1.65
C 0.13 -4.60 -1.62
C -0.73 -4.38 -0.61
C -0.69 -5.11 0.71
C 0.70 -5.45 1.29
H 2.99 -6.33 -0.72
H 0.71 -6.60 -1.10
H 3.14 -5.04 -1.91
H 1.06 -6.40 0.86
H 1.90 -3.70 1.91
H 3.48 -3.79 0.05
H 0.58 -5.61 2.38
H -1.22 -4.49 1.45
H -1.62 -3.76 -0.76
H -1.27 -6.04 0.62
H 1.27 -6.06 -2.69
H 0.06 -4.03 -2.54
P 1.35 -0.58 0.27
P -1.80 0.20 -0.57
C -0.09 -1.72 0.57
C -1.51 -1.15 0.65
H 0.14 -2.31 1.46
H 0.03 -2.40 -0.29
H -2.24 -1.93 0.42
H -1.75 -0.77 1.65
C -3.33 1.04 -0.10
H -3.47 1.91 -0.75
H -3.29 1.35 0.95
H -4.16 0.33 -0.25
C -2.16 -0.56 -2.18
H -2.87 -1.39 -2.04
H -1.24 -0.93 -2.67
H -2.64 0.20 -2.83
C 2.27 -0.64 1.83
H 3.08 0.11 1.76
H 2.70 -1.64 1.99
H 1.60 -0.36 2.66
C 2.42 -1.35 -0.97
H 1.99 -1.33 -1.99
H 2.55 -2.40 -0.71
H 3.41 -0.87 -0.96
F -4.52 4.86 4.94
C -3.55 4.19 4.29
C -3.69 2.85 3.98
F -4.81 2.20 4.37
C -2.70 2.18 3.27
F -2.86 0.83 3.07
C -1.52 2.81 2.85
S -0.19 1.88 2.08
C -1.38 4.15 3.23
F -0.20 4.81 3.04
C -2.38 4.84 3.91
F -2.23 6.15 4.20

HOMO energy (spin up / spin down) (eV): -13.755 / -13.756
Charge: +2
Energy relative to the best compared isomer or geometry (same formula, charge and spin) (eV): 0.000
LUMO level (spin up / spin down) (eV): -8.109 / -7.611
Multiplicity: 2
Largest force on an atom (eV/A): 5.76

Mulliken atomic charge list, values in e, 2 entries: -1.075, 0.547



Entry 2:
DFT (ωB97M-V with the def2-TZVPD basis set) results for C30H43GeMgNO3P as an isolated structure.

Positions of all 80 atoms, in Å:
Mg -0.53 0.09 -0.20
C -1.90 2.55 3.21
C -0.66 2.07 2.48
C 0.01 3.19 1.70
C 0.31 1.36 3.41
O -1.07 1.06 1.48
Ge -2.76 0.52 1.07
O -2.01 -1.07 0.53
C -2.54 -2.42 0.79
C -2.95 -2.48 2.25
C -1.38 -3.36 0.49
C -3.71 -2.64 -0.14
O -2.62 1.21 -0.60
C -3.60 2.00 -1.36
C -3.33 3.46 -1.07
C -5.00 1.58 -0.93
C -3.35 1.65 -2.82
H -1.64 3.30 3.95
H -2.61 3.01 2.51
H -2.38 1.73 3.75
H 0.36 3.96 2.38
H 0.87 2.81 1.16
H -0.69 3.65 1.00
H 0.66 2.06 4.18
H -0.16 0.51 3.90
H 1.19 1.02 2.85
H -2.11 -2.25 2.90
H -3.78 -1.81 2.45
H -3.30 -3.48 2.50
H -0.52 -3.14 1.13
H -1.68 -4.39 0.66
H -1.07 -3.27 -0.56
H -4.53 -1.95 0.08
H -3.41 -2.50 -1.18
H -4.10 -3.66 -0.04
H -3.49 3.69 -0.01
H -2.30 3.72 -1.33
H -4.00 4.10 -1.65
H -5.17 1.82 0.13
H -5.75 2.12 -1.50
H -5.15 0.51 -1.10
H -2.36 2.00 -3.13
H -3.44 0.58 -2.98
H -4.08 2.15 -3.45
N -0.27 -0.34 -2.30
C 1.05 -0.28 -2.91
C 1.16 -0.28 -4.30
C 2.41 -0.23 -4.89
C 3.56 -0.18 -4.10
C 3.45 -0.19 -2.73
C 2.19 -0.23 -2.11
P 2.02 -0.22 -0.31
C 2.17 -1.95 0.21
C 2.35 -2.99 -0.69
C 2.37 -4.31 -0.24
C 2.23 -4.58 1.11
C 2.06 -3.54 2.02
C 2.02 -2.23 1.57
C 3.45 0.68 0.34
C 3.47 2.07 0.17
C 4.55 2.80 0.62
C 5.61 2.16 1.25
C 5.59 0.78 1.42
C 4.52 0.04 0.96
H -0.66 -1.27 -2.47
H -0.89 0.29 -2.81
H 0.27 -0.31 -4.91
H 2.49 -0.22 -5.97
H 4.53 -0.14 -4.57
H 4.34 -0.14 -2.11
H 2.49 -2.79 -1.74
H 2.51 -5.11 -0.94
H 2.26 -5.60 1.46
H 1.96 -3.75 3.08
H 1.88 -1.43 2.29
H 2.65 2.57 -0.33
H 4.57 3.88 0.48
H 6.46 2.73 1.60
H 6.42 0.29 1.90
H 4.51 -1.04 1.08

HOMO energy (spin up / spin down) (eV): -13.870 / -13.870
Charge: +2
LUMO level (spin up / spin down) (eV): -4.747 / -9.074
Multiplicity: 2
Largest force on an atom (eV/A): 0.90

Mulliken atomic charge list, values in e, 2 entries: 2.559, -1.911



Entry 3:
DFT (ωB97M-V with the def2-TZVPD basis set) results for C30H44AsB2N9Si2V as an isolated structure.

Positions of all 89 atoms, in Å:
V 1.19 -1.11 1.16
B 2.84 -2.60 -1.81
N 2.08 -3.48 -0.74
C 1.91 -4.79 -0.90
C 1.28 -5.31 0.22
C 1.09 -4.19 1.03
N 1.58 -3.08 0.46
N 3.09 -1.15 -1.34
C 4.08 -0.38 -1.80
C 3.80 0.95 -1.50
C 2.58 0.89 -0.84
N 2.14 -0.37 -0.74
H 3.94 -3.10 -2.02
H 2.16 -2.61 -2.83
H 2.25 -5.27 -1.80
H 0.98 -6.32 0.41
H 0.62 -4.10 2.00
H 4.92 -0.82 -2.31
H 4.40 1.82 -1.72
H 1.98 1.69 -0.43
B 3.21 1.63 2.40
N 3.71 0.13 2.47
C 4.92 -0.20 2.91
C 5.07 -1.58 2.82
C 3.87 -2.02 2.30
N 3.04 -0.99 2.09
N 1.67 1.78 2.29
C 1.03 2.91 2.65
C -0.32 2.75 2.44
C -0.43 1.44 1.95
N 0.77 0.87 1.84
H 3.55 2.14 3.45
H 3.77 2.18 1.46
H 5.59 0.57 3.25
H 5.93 -2.17 3.10
H 3.53 -3.02 2.07
H 1.59 3.75 3.04
H -1.12 3.45 2.62
H -1.32 0.89 1.70
N -0.56 -1.13 -0.10
C -1.54 -2.16 0.10
C -2.05 -2.79 -1.03
C -3.00 -3.79 -0.94
C -3.45 -4.16 0.32
C -2.92 -3.56 1.45
C -1.95 -2.54 1.38
C -1.36 -2.03 2.66
C -2.19 -2.01 3.78
C -1.71 -1.75 5.05
C -0.33 -1.52 5.19
C 0.48 -1.48 4.08
C 0.03 -1.68 2.74
H -0.96 -0.19 -0.08
H -0.18 -1.19 -1.04
H -1.68 -2.47 -2.00
H -3.39 -4.26 -1.84
H -4.19 -4.95 0.43
H -3.22 -3.91 2.42
H -3.26 -2.18 3.66
H -2.37 -1.73 5.91
H 0.09 -1.35 6.17
H 1.53 -1.24 4.24
C -3.17 1.20 -4.91
Si -3.15 1.61 -3.06
C -4.28 3.12 -2.93
C -4.15 0.20 -2.28
As -1.05 1.70 -2.15
Si -0.72 3.95 -2.15
C -1.81 4.97 -0.99
C 1.04 4.30 -1.56
C -0.86 4.82 -3.83
H -4.19 1.02 -5.26
H -2.56 0.31 -5.10
H -2.73 2.02 -5.49
H -5.21 2.94 -3.49
H -3.81 4.02 -3.34
H -4.54 3.34 -1.89
H -5.21 0.31 -2.52
H -4.03 0.18 -1.20
H -3.81 -0.77 -2.66
H -1.63 4.66 0.04
H -2.87 4.81 -1.20
H -1.59 6.05 -1.08
H 1.14 4.05 -0.50
H 1.28 5.36 -1.69
H 1.77 3.70 -2.11
H -1.84 4.65 -4.28
H -0.11 4.43 -4.52
H -0.71 5.91 -3.73

HOMO energy (spin up / spin down) (eV): -0.537 / 0.282
Charge: -2
Energy relative to the best compared isomer or geometry (same formula, charge and spin) (eV): 0.000
LUMO level (spin up / spin down) (eV): 4.509 / 4.511
Multiplicity: 2
Largest force on an atom (eV/A): 0.88

Mulliken atomic charge list, values in e, 2 entries: -0.179, 0.243



Entry 4:
DFT (ωB97M-V with the def2-TZVPD basis set) results for C30H44BrClIrN2P2 as an isolated structure.

Positions of all 81 atoms, in Å:
N -5.52 -0.78 -9.98
C -5.24 -1.93 -9.36
C -4.43 -1.97 -8.22
C -3.93 -0.77 -7.67
C -4.26 0.43 -8.34
C -5.05 0.36 -9.50
C -3.11 -0.78 -6.44
Ir 0.33 0.08 -0.36
P -2.49 2.00 5.45
C -3.34 0.02 -5.37
C -2.59 -0.03 -4.14
C -2.84 0.89 -3.10
C -2.10 0.88 -1.91
C -1.03 -0.03 -1.80
C -0.82 -1.02 -2.78
C -1.58 -1.00 -3.94
Br 0.43 0.22 2.08
H -2.31 -1.53 -6.42
H -4.18 0.72 -5.40
H -4.23 -2.93 -7.75
H -3.92 1.39 -7.97
H -5.65 -2.84 -9.78
H -5.29 1.28 -10.06
H -3.62 1.64 -3.25
H -1.37 -1.73 -4.72
H -2.34 1.52 -1.06
H -0.06 -1.78 -2.62
P 0.76 2.17 -0.55
C -3.27 0.52 4.67
C -4.60 0.15 5.34
H -2.54 -0.29 4.79
H -3.42 0.70 3.60
H -4.80 -0.91 5.17
H -4.56 0.32 6.42
H -5.43 0.72 4.93
C -3.00 3.25 4.19
C -3.06 4.68 4.73
H -4.00 2.95 3.85
H -2.32 3.19 3.34
H -3.70 5.29 4.09
H -3.47 4.71 5.75
H -2.07 5.14 4.75
C -0.74 1.71 4.95
C 0.13 1.24 6.11
H -0.37 2.67 4.56
H -0.69 0.99 4.12
H 1.18 1.47 5.91
H -0.16 1.76 7.04
H 0.05 0.16 6.29
C 2.39 2.46 0.25
C 3.46 3.11 -0.63
H 2.76 1.51 0.67
H 2.17 3.11 1.11
H 3.78 2.45 -1.44
H 3.12 4.05 -1.07
H 4.33 3.32 0.00
C -0.31 3.45 0.15
C -1.09 4.32 -0.83
H 0.35 4.09 0.76
H -0.98 2.94 0.85
H -0.49 5.15 -1.21
H -1.47 3.76 -1.69
H -1.96 4.76 -0.33
C 0.90 2.47 -2.33
C 1.65 1.33 -3.01
H 1.39 3.45 -2.48
H -0.12 2.55 -2.73
H 1.16 1.13 -3.98
H 2.70 1.57 -3.19
H 1.60 0.40 -2.42
Cl 0.88 -5.42 -1.38
C 1.62 -4.01 -0.77
C 2.99 -3.93 -0.54
C 3.54 -2.72 -0.11
C 2.71 -1.60 -0.02
N 1.39 -1.68 -0.32
C 0.82 -2.87 -0.59
H 3.60 -4.81 -0.70
H 4.60 -2.58 0.11
H 3.06 -0.59 0.25
H -0.25 -2.90 -0.72

HOMO energy (spin up / spin down) (eV): -18.651 / -18.779
Charge: +4
Energy relative to the best compared isomer or geometry (same formula, charge and spin) (eV): 0.000
LUMO level (spin up / spin down) (eV): -11.026 / -14.188
Multiplicity: 6
Largest force on an atom (eV/A): 4.31

Mulliken atomic charge list, values in e, 2 entries: -0.357, -0.251



> Which of these has the highest charge?

C30H44BrClIrN2P2



> Which of these has the highest charge?

C30H44BrClIrN2P2



Copy entry 3 word for word.
DFT (ωB97M-V with the def2-TZVPD basis set) results for C30H44AsB2N9Si2V as an isolated structure.

Positions of all 89 atoms, in Å:
V 1.19 -1.11 1.16
B 2.84 -2.60 -1.81
N 2.08 -3.48 -0.74
C 1.91 -4.79 -0.90
C 1.28 -5.31 0.22
C 1.09 -4.19 1.03
N 1.58 -3.08 0.46
N 3.09 -1.15 -1.34
C 4.08 -0.38 -1.80
C 3.80 0.95 -1.50
C 2.58 0.89 -0.84
N 2.14 -0.37 -0.74
H 3.94 -3.10 -2.02
H 2.16 -2.61 -2.83
H 2.25 -5.27 -1.80
H 0.98 -6.32 0.41
H 0.62 -4.10 2.00
H 4.92 -0.82 -2.31
H 4.40 1.82 -1.72
H 1.98 1.69 -0.43
B 3.21 1.63 2.40
N 3.71 0.13 2.47
C 4.92 -0.20 2.91
C 5.07 -1.58 2.82
C 3.87 -2.02 2.30
N 3.04 -0.99 2.09
N 1.67 1.78 2.29
C 1.03 2.91 2.65
C -0.32 2.75 2.44
C -0.43 1.44 1.95
N 0.77 0.87 1.84
H 3.55 2.14 3.45
H 3.77 2.18 1.46
H 5.59 0.57 3.25
H 5.93 -2.17 3.10
H 3.53 -3.02 2.07
H 1.59 3.75 3.04
H -1.12 3.45 2.62
H -1.32 0.89 1.70
N -0.56 -1.13 -0.10
C -1.54 -2.16 0.10
C -2.05 -2.79 -1.03
C -3.00 -3.79 -0.94
C -3.45 -4.16 0.32
C -2.92 -3.56 1.45
C -1.95 -2.54 1.38
C -1.36 -2.03 2.66
C -2.19 -2.01 3.78
C -1.71 -1.75 5.05
C -0.33 -1.52 5.19
C 0.48 -1.48 4.08
C 0.03 -1.68 2.74
H -0.96 -0.19 -0.08
H -0.18 -1.19 -1.04
H -1.68 -2.47 -2.00
H -3.39 -4.26 -1.84
H -4.19 -4.95 0.43
H -3.22 -3.91 2.42
H -3.26 -2.18 3.66
H -2.37 -1.73 5.91
H 0.09 -1.35 6.17
H 1.53 -1.24 4.24
C -3.17 1.20 -4.91
Si -3.15 1.61 -3.06
C -4.28 3.12 -2.93
C -4.15 0.20 -2.28
As -1.05 1.70 -2.15
Si -0.72 3.95 -2.15
C -1.81 4.97 -0.99
C 1.04 4.30 -1.56
C -0.86 4.82 -3.83
H -4.19 1.02 -5.26
H -2.56 0.31 -5.10
H -2.73 2.02 -5.49
H -5.21 2.94 -3.49
H -3.81 4.02 -3.34
H -4.54 3.34 -1.89
H -5.21 0.31 -2.52
H -4.03 0.18 -1.20
H -3.81 -0.77 -2.66
H -1.63 4.66 0.04
H -2.87 4.81 -1.20
H -1.59 6.05 -1.08
H 1.14 4.05 -0.50
H 1.28 5.36 -1.69
H 1.77 3.70 -2.11
H -1.84 4.65 -4.28
H -0.11 4.43 -4.52
H -0.71 5.91 -3.73

HOMO energy (spin up / spin down) (eV): -0.537 / 0.282
Charge: -2
Energy relative to the best compared isomer or geometry (same formula, charge and spin) (eV): 0.000
LUMO level (spin up / spin down) (eV): 4.509 / 4.511
Multiplicity: 2
Largest force on an atom (eV/A): 0.88

Mulliken atomic charge list, values in e, 2 entries: -0.179, 0.243



Repeat the first record exactly.
DFT (ωB97M-V with the def2-TZVPD basis set) results for C30H43F5P2SV as an isolated structure.

Positions of all 82 atoms, in Å:
V 0.27 1.55 -0.28
C 1.93 2.49 -1.21
C 1.01 1.99 -2.20
C -0.11 3.56 -0.90
C 1.24 3.48 -0.44
C -0.26 2.66 -2.01
C 3.40 2.21 -1.09
H 3.70 1.36 -1.70
H 3.69 2.02 -0.04
H 3.97 3.09 -1.42
C 1.87 4.44 0.51
H 2.82 4.06 0.89
H 1.21 4.64 1.36
H 2.07 5.41 0.01
C -1.15 4.51 -0.39
H -0.95 5.54 -0.73
H -1.14 4.53 0.72
H -2.15 4.24 -0.72
C -1.42 2.68 -2.94
H -1.38 3.59 -3.55
H -2.38 2.71 -2.41
H -1.41 1.83 -3.62
C 1.37 1.18 -3.41
H 1.60 1.87 -4.25
H 0.54 0.52 -3.74
H 2.26 0.56 -3.23
C 1.74 -4.39 1.08
C 2.57 -4.39 0.03
C 2.52 -5.40 -1.07
C 1.11 -5.73 -1.65
C 0.13 -4.60 -1.62
C -0.73 -4.38 -0.61
C -0.69 -5.11 0.71
C 0.70 -5.45 1.29
H 2.99 -6.33 -0.72
H 0.71 -6.60 -1.10
H 3.14 -5.04 -1.91
H 1.06 -6.40 0.86
H 1.90 -3.70 1.91
H 3.48 -3.79 0.05
H 0.58 -5.61 2.38
H -1.22 -4.49 1.45
H -1.62 -3.76 -0.76
H -1.27 -6.04 0.62
H 1.27 -6.06 -2.69
H 0.06 -4.03 -2.54
P 1.35 -0.58 0.27
P -1.80 0.20 -0.57
C -0.09 -1.72 0.57
C -1.51 -1.15 0.65
H 0.14 -2.31 1.46
H 0.03 -2.40 -0.29
H -2.24 -1.93 0.42
H -1.75 -0.77 1.65
C -3.33 1.04 -0.10
H -3.47 1.91 -0.75
H -3.29 1.35 0.95
H -4.16 0.33 -0.25
C -2.16 -0.56 -2.18
H -2.87 -1.39 -2.04
H -1.24 -0.93 -2.67
H -2.64 0.20 -2.83
C 2.27 -0.64 1.83
H 3.08 0.11 1.76
H 2.70 -1.64 1.99
H 1.60 -0.36 2.66
C 2.42 -1.35 -0.97
H 1.99 -1.33 -1.99
H 2.55 -2.40 -0.71
H 3.41 -0.87 -0.96
F -4.52 4.86 4.94
C -3.55 4.19 4.29
C -3.69 2.85 3.98
F -4.81 2.20 4.37
C -2.70 2.18 3.27
F -2.86 0.83 3.07
C -1.52 2.81 2.85
S -0.19 1.88 2.08
C -1.38 4.15 3.23
F -0.20 4.81 3.04
C -2.38 4.84 3.91
F -2.23 6.15 4.20

HOMO energy (spin up / spin down) (eV): -13.755 / -13.756
Charge: +2
Energy relative to the best compared isomer or geometry (same formula, charge and spin) (eV): 0.000
LUMO level (spin up / spin down) (eV): -8.109 / -7.611
Multiplicity: 2
Largest force on an atom (eV/A): 5.76

Mulliken atomic charge list, values in e, 2 entries: -1.075, 0.547